[1]
C31H29BrN4O6ReS | ωB97M-V/def2-TZVPD

Computed properties:
E_LUMO (spin up / spin down) = -8.03 / -7.97 eV
2S+1 = 2
<S²> = 0.780
Net charge = +2

Geometry (Å):
Re1 0.10358 0.17358 0.42466
C1 -0.54365 -2.46871 2.70345
C2 -1.14175 -1.14138 3.06026
C3 -2.11315 -1.05575 4.05463
C4 -2.62554 0.16709 4.41965
C5 -2.10601 1.32538 3.84420
C6 -1.13027 1.19382 2.89656
N1 -0.70068 -0.02622 2.44751
C7 -0.30790 2.31604 2.38364
C8 -0.18468 3.58097 2.90824
C9 0.90693 4.34646 2.50165
C10 1.89590 3.79492 1.69534
C11 1.69620 2.52219 1.20498
N2 0.54974 1.88802 1.45472
C12 2.68670 1.64397 0.54534
C13 3.91199 2.08520 0.11804
C14 4.82600 1.15090 -0.34923
C15 4.47769 -0.17793 -0.33628
C16 3.21771 -0.58041 0.10015
C17 2.89778 -2.04111 0.13327
N3 2.30843 0.32764 0.51105
H1 0.12613 -2.78386 3.50933
H2 -1.32009 -3.23180 2.61284
H3 0.02169 -2.43491 1.78035
H4 -2.45239 -1.96646 4.53146
H5 -3.39843 0.23347 5.17447
H6 -2.44133 2.30645 4.15733
H7 -0.87943 3.95074 3.65100
H8 1.03084 5.34952 2.88917
H9 2.81134 4.33518 1.49227
H10 4.15928 3.13748 0.15213
H11 5.80094 1.46327 -0.70063
H12 5.17888 -0.93529 -0.66192
H13 3.61089 -2.54498 0.79064
H14 1.89180 -2.23762 0.47990
H15 3.00669 -2.47601 -0.86236
O1 2.28881 2.87227 -5.09092
C18 1.66637 2.62616 -4.10881
C19 1.40839 1.20894 -3.52719
O2 1.68294 0.15120 -4.02422
C20 0.79873 1.42220 -2.18554
C21 0.56515 2.83570 -1.88073
O3 0.07127 3.27501 -0.86454
C22 1.02136 3.64269 -3.12698
O4 0.86432 4.80998 -3.28454
O5 0.53177 0.44045 -1.41386
Br1 -5.27628 -2.02800 0.77124
C23 -4.23098 -0.55648 0.29549
C24 -4.79504 0.61499 -0.18032
C25 -3.94354 1.65753 -0.50988
C26 -2.57995 1.50335 -0.35430
N4 -2.03739 0.35576 0.10529
C27 -2.86611 -0.65685 0.41728
H16 -5.86882 0.70675 -0.29282
H17 -4.33007 2.59465 -0.88816
H18 -1.88263 2.29682 -0.59105
H19 -2.41093 -1.56696 0.77539
C28 0.16201 -4.74391 -0.93563
C29 -1.16997 -4.06479 -1.22650
S1 -1.02977 -2.32593 -1.57163
O6 -0.15981 -1.82415 -0.39006
C30 -0.00724 -2.32095 -3.04874
C31 -0.69179 -1.52386 -4.15447
H20 -0.02401 -5.76376 -0.59858
H21 0.70406 -4.22358 -0.14702
H22 0.79849 -4.80136 -1.81792
H23 -1.85632 -4.11376 -0.37824
H24 -1.69384 -4.47765 -2.09287
H25 0.15036 -3.35944 -3.33630
H26 0.94537 -1.88684 -2.74172
H27 -1.62453 -1.99378 -4.47091
H28 -0.03186 -1.46493 -5.01809
H29 -0.92035 -0.50735 -3.82996

---

[2]
C25H35F4Si | ωB97M-V/def2-TZVPD

Computed properties:
E_LUMO = -6.68 eV
2S+1 = 1
Net charge = +1

Geometry (Å):
C1 0.64297 -0.00568 6.07880
C2 1.52276 -1.02824 5.37164
C3 1.05431 -1.28292 3.93683
C4 1.91142 -2.28807 3.19154
C5 1.44897 -2.54694 1.72686
C6 1.54411 -1.32100 0.75661
Si1 0.86819 -1.29888 -1.02831
C7 -0.78468 -2.28374 -0.80864
C8 -1.84522 -1.43791 -0.07927
C9 -3.24621 -2.08125 0.04364
C10 -4.23034 -1.13734 0.73571
C11 -5.63829 -1.70662 0.86673
C12 -6.60104 -0.70666 1.50580
H1 1.16736 0.17314 -2.05247
H2 1.06169 0.14417 7.07104
H3 0.62856 0.94514 5.54605
H4 -0.38199 -0.36115 6.17539
H5 2.56989 -0.67298 5.36345
H6 1.52588 -1.97145 5.94474
H7 0.01453 -1.62363 3.96104
H8 1.04467 -0.32274 3.41644
H9 2.95631 -1.93656 3.18459
H10 1.91213 -3.26289 3.72846
H11 2.09388 -3.36192 1.37182
H12 0.42480 -2.94750 1.76252
H13 1.07898 -0.44948 1.25256
H14 2.63078 -1.09629 0.72211
H15 1.63940 -2.39727 -1.57671
H16 -1.17002 -2.53673 -1.80274
H17 -0.70292 -3.24968 -0.28736
H18 -1.50745 -1.21220 0.94988
H19 -1.94900 -0.46328 -0.57846
H20 -3.62656 -2.36654 -0.95221
H21 -3.16885 -3.01686 0.61974
H22 -3.86086 -0.88531 1.73162
H23 -4.28481 -0.19777 0.18011
H24 -6.01741 -1.99349 -0.13065
H25 -5.62342 -2.63777 1.46392
H26 -7.57997 -1.17510 1.54736
H27 -6.28655 -0.43969 2.51408
H28 -6.66907 0.20715 0.91699
F1 2.57375 5.79468 -1.11134
C13 1.68885 4.73750 -1.12810
C14 0.71592 4.71963 -0.13891
C15 -0.18284 3.65253 -0.21890
F2 -1.20130 3.58951 0.69983
C16 -0.06161 2.62398 -1.14286
C17 1.05455 2.51664 -1.99760
C18 1.22989 1.21455 -2.72003
C19 2.15611 1.24590 -3.87824
C20 1.83568 0.56512 -5.08528
C21 2.70198 0.53095 -6.16646
F3 2.41243 -0.29283 -7.22497
C22 3.90548 1.22173 -6.20998
C23 4.19074 1.96286 -5.07801
F4 5.39834 2.64755 -5.05479
C24 3.38321 1.97611 -3.93584
C25 1.82550 3.74491 -2.10996
H29 0.61958 5.48356 0.61543
H30 -0.79222 1.81389 -1.13518
H31 0.12386 0.96002 -3.20324
H32 0.92818 -0.05648 -5.11129
H33 4.58035 1.16396 -7.07335
H34 3.79142 2.45996 -3.03976
H35 2.55520 3.95774 -2.89241

---

[3]
C9H22N2O5Si | ωB97M-V/def2-TZVPD

Computed properties:
SMILES = C[Si](C)(C)OCCN(O)C(=O)OC[C@@H](O)CN
E_LUMO = 0.74 eV
2S+1 = 1

Geometry (Å):
C1 1.67887 2.03832 2.13695
Si1 -0.13121 2.46978 2.36400
C2 -0.24478 4.14216 3.21374
C3 -0.92982 1.14626 3.40525
O1 -0.98092 2.48967 0.93335
C4 -0.37445 2.92079 -0.27522
C5 0.05526 1.75609 -1.15364
N1 -1.08835 0.93073 -1.53173
O2 -1.39134 0.03285 -0.45739
C6 -0.78925 0.06203 -2.62908
O3 -1.29702 0.17741 -3.71054
O4 0.15571 -0.85220 -2.32551
C7 -0.21395 -2.20828 -2.60545
C8 0.80085 -3.15094 -1.99077
O5 0.98639 -2.78676 -0.63475
C9 0.29803 -4.60913 -2.16690
N2 0.56300 -5.40048 -0.96516
H1 2.18392 2.33439 3.06401
H2 1.80805 0.95747 2.03553
H3 2.18622 2.54923 1.31697
H4 0.71395 4.66629 3.18641
H5 -1.00854 4.77225 2.75157
H6 -0.52680 4.00058 4.26108
H7 -0.70371 0.16714 2.97305
H8 -2.01531 1.27355 3.37226
H9 -0.58943 1.18023 4.44071
H10 -1.11551 3.51049 -0.82479
H11 0.48946 3.57288 -0.09967
H12 0.84426 1.15331 -0.68875
H13 0.45978 2.18130 -2.08079
H14 -2.14373 0.46283 -0.03172
H15 -0.23150 -2.36514 -3.68973
H16 -1.21438 -2.40497 -2.21143
H17 1.75006 -3.04790 -2.52921
H18 1.68108 -3.34607 -0.27138
H19 0.85083 -5.05449 -2.99886
H20 -0.76305 -4.61369 -2.45291
H21 -0.01101 -6.23487 -0.97489
H22 0.25833 -4.87313 -0.15460

---

[4]
C4H10NO2 | ωB97M-V/def2-TZVPD

Computed properties:
E_LUMO (spin up / spin down) = -3.12 / -7.02 eV
2S+1 = 3
<S²> = 2.006
Net charge = +1

Geometry (Å):
C1 1.92550 1.59532 0.31258
C2 1.44608 0.43738 -0.11628
C3 2.28199 -0.76032 -0.54678
C4 -0.05486 0.35110 -0.24989
N1 -3.08362 0.13428 0.04231
O1 -0.81422 1.31635 -0.00342
O2 -0.61026 -0.88113 -0.52613
H1 1.27067 2.48480 0.35703
H2 2.91340 1.65522 0.48154
H3 1.94232 -1.03793 -1.58064
H4 3.43890 -0.57773 -0.51894
H5 2.10055 -1.64159 0.10838
H6 -3.13731 -0.78049 -0.31344
H7 -3.35282 0.00297 1.00330
H8 -3.98468 0.50996 -0.39195
H9 -1.99226 0.44142 -0.20476
H10 0.02706 -1.60289 -0.73749

---

[5]
C16H24Cl3NOSn | ωB97M-V/def2-TZVPD

Computed properties:
E_LUMO (spin up / spin down) = 4.11 / 4.11 eV
2S+1 = 1
Net charge = -2

Geometry (Å):
C1 2.13151 1.17174 -1.14475
C2 2.60378 1.38167 0.17693
C3 1.63323 2.19241 0.84196
C4 3.80650 0.78439 0.78697
C5 0.56733 2.47887 -0.06785
C6 0.88045 1.86700 -1.29860
C7 0.13441 2.05198 -2.55988
C8 2.84832 0.41247 -2.19008
C9 1.73983 2.66245 2.23307
C10 -0.62363 3.29523 0.25398
Sn1 0.14355 -1.76591 0.07535
Cl1 2.38855 -1.54802 2.64563
Cl2 1.64344 -3.40566 -0.77453
Cl3 -0.44413 -0.15393 1.66338
H1 4.33860 0.15590 0.07213
H2 3.45487 0.06941 1.56557
H3 4.49142 1.47253 1.28988
H4 2.14146 1.86272 2.88310
H5 0.76173 2.97411 2.63523
H6 2.42538 3.52828 2.28645
H7 -1.13202 2.95347 1.16387
H8 -1.35426 3.28376 -0.55487
H9 -0.30245 4.32888 0.41249
H10 -0.93312 2.25167 -2.37863
H11 0.18813 1.15218 -3.18855
H12 0.54205 2.90703 -3.13314
H13 3.34014 -0.47560 -1.75786
H14 3.62196 1.02737 -2.68939
H15 2.14217 0.03692 -2.94466
O1 -0.40785 -0.74284 -1.53950
H16 -0.67236 -1.43987 -2.17865
C11 -3.07485 -0.04876 -0.39364
C12 -3.08390 -1.46529 0.01116
C13 -4.20536 -2.21750 0.41008
C14 -3.74325 -3.46131 0.87078
C15 -2.34649 -3.46674 0.74856
C16 -1.40889 -4.48146 1.23939
N1 -1.97618 -2.27243 0.19933
H17 -2.04797 0.30092 -0.56869
H18 -3.55731 0.57984 0.37902
H19 -3.64722 0.14176 -1.31379
H20 -5.20858 -1.82306 0.39846
H21 -4.31852 -4.26935 1.28683
H22 -1.95861 -5.37297 1.57172
H23 -0.69545 -4.80369 0.47769
H24 -0.82641 -4.11058 2.09805

---

[6]
C46H39FFeI2N6O9PS | ωB97M-V/def2-TZVPD

Computed properties:
E_LUMO (spin up / spin down) = -0.12 / -1.11 eV
2S+1 = 6
<S²> = 8.759

Geometry (Å):
Fe1 -0.64671 -0.22559 -0.32640
I1 0.63039 -5.13344 -0.87307
C1 -0.79283 -4.31207 0.39813
C2 -1.41936 -5.11025 1.38186
C3 -2.33985 -4.58389 2.24554
I2 -3.23483 -5.84096 3.64926
C4 -2.67202 -3.20196 2.18734
C5 -3.60639 -2.52111 2.99766
C6 -3.80427 -1.17982 2.82411
C7 -3.04102 -0.48122 1.87241
N1 -2.16096 -1.08538 1.11025
C8 -2.00849 -2.42598 1.22542
C9 -1.09584 -2.97611 0.27855
O1 -0.59923 -2.15085 -0.60384
H1 -1.16299 -6.15922 1.43962
H2 -4.16785 -3.07057 3.74187
H3 -4.52898 -0.64020 3.41654
H4 -3.16502 0.58506 1.74695
F1 -8.08222 0.53597 -3.80130
C10 -7.43477 0.85776 -2.67766
C11 -6.16597 1.26801 -2.70220
N2 -5.48734 1.62411 -1.55881
C12 -4.07091 1.92096 -1.59946
C13 -3.24037 0.67521 -1.31156
O2 -3.73834 -0.42944 -1.33678
O3 -1.99305 0.95267 -1.05891
C14 -6.04939 1.45653 -0.31022
O4 -5.43533 1.63695 0.72036
N3 -7.37286 1.06337 -0.32698
C15 -8.16793 0.73336 -1.42352
O5 -9.31577 0.38173 -1.29684
H5 -5.62062 1.34308 -3.63217
H6 -3.83724 2.69204 -0.86882
H7 -3.81655 2.30253 -2.58933
H8 -7.80481 0.96216 0.58032
C16 -1.32065 -0.51450 -3.49446
C17 -0.92076 -0.50854 -4.99408
N4 0.51130 -0.27987 -5.14864
C18 0.85643 0.98133 -4.50097
C19 0.51906 0.93884 -2.98717
N5 -0.12220 -0.35049 -2.64513
C20 0.80378 -1.45661 -2.98419
C21 1.21313 -1.36902 -4.47526
H9 -1.80780 -1.44333 -3.19688
H10 -2.00094 0.30571 -3.28378
H11 -1.45296 0.28014 -5.52972
H12 -1.17025 -1.45814 -5.46968
H13 0.30842 1.78224 -5.00052
H14 1.92230 1.16453 -4.65291
H15 -0.16562 1.73881 -2.69961
H16 1.41544 1.02555 -2.37793
H17 0.29895 -2.39161 -2.75451
H18 1.66136 -1.38084 -2.32870
H19 0.97015 -2.29765 -4.99478
H20 2.28697 -1.20476 -4.57649
O6 1.11919 0.44611 2.45796
C22 0.26586 1.32579 2.32832
N6 -0.62051 1.30391 1.29743
S1 -1.54049 2.67739 1.04053
O7 -1.96018 3.07219 2.60016
O8 -0.63880 3.73029 0.58190
C23 -0.94994 3.16546 3.51603
C24 -1.09834 4.05257 4.57322
C25 -0.09248 4.13809 5.51647
C26 1.04859 3.34299 5.41197
C27 1.16872 2.45295 4.36344
C28 0.16747 2.35738 3.39744
H21 -1.98916 4.66335 4.62523
H22 -0.19464 4.83094 6.34177
H23 1.83206 3.41876 6.15365
H24 2.03286 1.81026 4.26391
O9 1.35852 -0.21873 -0.32328
P1 2.74090 -0.20867 0.32057
C29 3.35580 1.46345 0.56687
C30 4.70888 1.69147 0.80227
C31 5.17842 2.98922 0.93872
C32 4.30502 4.05937 0.80948
C33 2.96298 3.83671 0.53151
C34 2.48622 2.54188 0.41427
C35 3.90815 -0.85662 -0.92008
C36 4.27365 -0.02784 -1.98540
C37 5.09642 -0.49602 -2.99324
C38 5.56442 -1.80520 -2.95243
C39 5.21695 -2.63073 -1.89684
C40 4.39617 -2.15719 -0.87938
C41 2.95084 -1.33726 1.69983
C42 2.04408 -2.38263 1.81516
C43 2.18746 -3.32111 2.82314
C44 3.23411 -3.20596 3.72760
C45 4.13874 -2.15963 3.61560
C46 4.00220 -1.22367 2.60105
H25 5.40471 0.86257 0.85261
H26 6.22908 3.16385 1.12968
H27 4.67487 5.07161 0.90989
H28 2.28073 4.66857 0.41613
H29 1.44079 2.37035 0.19840
H30 3.92317 0.99774 -2.01350
H31 5.37794 0.15668 -3.80966
H32 6.21043 -2.17325 -3.73898
H33 5.58483 -3.64772 -1.85790
H34 4.12532 -2.81536 -0.06356
H35 1.23682 -2.46592 1.10280
H36 1.48331 -4.14022 2.89836
H37 3.34376 -3.93120 4.52332
H38 4.95358 -2.06966 4.32185
H39 4.71408 -0.41254 2.52280

---

Going through the records in order, we get energy above the lowest of the compared OMol25 structures with the same formula, charge and spin values of 1.274 3.454 0.000 0.086 1.392 0.000 eV.
Going through the records in order, we get molecular weight values of 851.773 439.633 266.370 104.129 471.444 1211.543 g mol⁻¹.
Going through the records in order, we get total energy values of -4919.1311 -1662.1704 -1131.3238 -363.2388 -2348.9872 -5480.7215 hartree.